No. 1
{"formula": "C22H26Cl2IrN5O3P", "method": "ωB97M-V/def2-TZVPD", "charge": 1, "spin_multiplicity": 1, "homo_lumo_gap_ev": 6.95, "fmax_ha_per_bohr": 0.0125, "energy_ha": -2719.28812, "e_lumo_ev": -3.56, "elements": ["Ir", "C", "O", "C", "C", "C", "C", "C", "C", "N", "N", "C", "O", "C", "C", "C", "C", "C", "C", "C", "O", "H", "H", "H", "H", "H", "H", "H", "H", "H", "H", "H", "H", "Cl", "C", "Cl", "H", "H", "C", "N", "C", "N", "C", "N", "C", "P", "C", "C", "H", "H", "H", "H", "H", "H", "H", "H", "H", "H", "H", "H"], "positions_angstrom": [[-1.039, 0.819, -0.491], [-0.600, 2.097, -4.790], [-0.393, 0.773, -5.268], [-0.682, -0.349, -4.559], [-0.698, -1.507, -5.308], [-0.977, -2.755, -4.751], [-1.249, -2.842, -3.415], [-1.224, -1.687, -2.600], [-1.525, -1.918, -1.222], [-1.486, -1.044, -0.270], [-1.757, -1.435, 1.036], [-1.700, -0.432, 1.863], [-1.414, 0.802, 1.506], [-1.927, -0.676, 3.303], [-2.289, -1.943, 3.758], [-2.479, -2.161, 5.112], [-2.308, -1.121, 6.017], [-1.950, 0.141, 5.566], [-1.761, 0.366, 4.212], [-0.930, -0.409, -3.160], [-0.886, 0.719, -2.477], [-0.393, 2.733, -5.647], [0.078, 2.347, -3.977], [-1.630, 2.248, -4.466], [-0.491, -1.410, -6.366], [-0.987, -3.635, -5.378], [-1.483, -3.795, -2.958], [-1.816, -2.917, -0.912], [-2.420, -2.746, 3.047], [-2.763, -3.144, 5.464], [-2.457, -1.295, 7.074], [-1.821, 0.952, 6.270], [-1.491, 1.349, 3.852], [-1.188, 3.348, -0.247], [-2.975, 3.413, -0.476], [-3.601, 1.829, -0.950], [-3.174, 4.123, -1.269], [-3.408, 3.703, 0.473], [3.784, -0.882, 0.032], [2.961, -0.988, 1.237], [3.288, 0.116, 2.139], [3.155, 1.437, 1.519], [3.973, 1.476, 0.305], [3.662, 0.409, -0.647], [2.346, 0.584, -1.257], [1.078, 0.535, 0.067], [1.535, -1.024, 0.921], [1.761, 1.769, 1.240], [3.517, -1.682, -0.660], [4.827, -1.010, 0.322], [4.324, -0.002, 2.457], [2.646, 0.065, 3.020], [5.017, 1.366, 0.600], [3.853, 2.444, -0.183], [2.151, -0.205, -1.987], [2.294, 1.540, -1.782], [1.311, -1.875, 0.274], [0.947, -1.138, 1.833], [1.164, 1.759, 2.154], [1.700, 2.769, 0.803]]}



No. 2
{"formula": "C22H26ClF6N2O9P3S2W", "method": "ωB97M-V/def2-TZVPD", "charge": 1, "spin_multiplicity": 2, "homo_lumo_gap_ev": [6.52, 6.63], "fmax_ha_per_bohr": 0.0425, "energy_ha": -4587.48544, "e_lumo_ev": [-4.35, -4.41], "elements": ["W", "Cl", "C", "C", "C", "C", "O", "C", "C", "N", "C", "C", "C", "C", "C", "C", "C", "C", "N", "C", "C", "H", "H", "H", "H", "H", "H", "H", "H", "H", "H", "C", "P", "C", "C", "C", "P", "C", "C", "H", "H", "H", "H", "H", "H", "H", "H", "H", "H", "H", "H", "H", "H", "H", "H", "F", "P", "F", "F", "F", "F", "F", "O", "S", "O", "O", "O", "O", "S", "O", "O", "O"], "positions_angstrom": [[0.802, 0.555, 1.042], [0.875, -4.069, 6.262], [1.158, -3.151, 4.821], [2.456, -2.789, 4.473], [2.703, -2.081, 3.311], [1.651, -1.707, 2.501], [1.822, -1.084, 1.313], [0.335, -2.028, 2.866], [-0.817, -1.646, 2.088], [-0.882, -0.818, 1.100], [-2.159, -0.615, 0.448], [-3.314, -1.119, 0.968], [-4.556, -1.045, 0.307], [-4.632, -0.473, -0.918], [-3.477, 0.113, -1.490], [-3.567, 0.712, -2.768], [-2.472, 1.278, -3.333], [-1.295, 1.321, -2.583], [-1.208, 0.808, -1.366], [-2.253, 0.098, -0.785], [0.102, -2.780, 4.023], [3.274, -3.056, 5.128], [3.707, -1.789, 3.034], [-1.711, -2.159, 2.420], [-3.316, -1.593, 1.936], [-5.434, -1.458, 0.783], [-5.562, -0.435, -1.469], [-4.520, 0.702, -3.280], [-2.484, 1.720, -4.317], [-0.396, 1.812, -2.926], [-0.909, -3.053, 4.304], [1.076, -3.388, -0.587], [1.110, -1.712, -1.334], [-0.017, -2.067, -2.755], [2.754, -1.817, -2.165], [2.994, -0.844, -3.329], [2.344, 0.864, -3.059], [3.409, 1.368, -1.638], [3.291, 1.748, -4.361], [1.073, -4.148, -1.369], [0.183, -3.522, 0.028], [1.951, -3.535, 0.049], [0.356, -2.901, -3.355], [-0.137, -1.194, -3.402], [-1.001, -2.348, -2.367], [2.878, -2.846, -2.511], [3.495, -1.633, -1.382], [2.500, -1.221, -4.230], [4.063, -0.781, -3.548], [3.559, 2.450, -1.664], [4.377, 0.863, -1.721], [3.375, 1.282, 0.350], [4.369, 1.673, -4.206], [3.005, 2.799, -4.386], [3.049, 1.313, -5.331], [1.055, 2.471, 0.909], [-1.944, 3.471, 1.220], [-1.407, 1.896, 1.276], [-3.354, 2.840, 1.211], [-1.195, 3.644, 2.546], [-2.537, 4.920, 1.323], [0.303, 5.425, -0.200], [2.816, 0.994, -0.394], [0.140, 4.101, -0.987], [-0.318, 4.421, -2.292], [-0.052, 1.078, -0.771], [-1.353, 3.727, -0.213], [1.573, 2.796, 3.733], [1.710, 1.399, 3.515], [2.075, 0.556, 4.601], [0.323, 0.791, 2.870], [2.526, 1.080, 2.236]]}



No. 3
{"formula": "C22H26F3N3O12P", "method": "ωB97M-V/def2-TZVPD", "charge": 1, "spin_multiplicity": 1, "homo_lumo_gap_ev": 6.46, "fmax_ha_per_bohr": 0.0907, "energy_ha": -2561.74941, "e_lumo_ev": -4.38, "elements": ["C", "O", "C", "C", "C", "C", "N", "C", "P", "N", "O", "O", "N", "C", "C", "C", "O", "C", "F", "F", "F", "H", "H", "H", "H", "H", "H", "H", "H", "H", "H", "H", "H", "H", "H", "H", "H", "H", "H", "C", "C", "C", "O", "C", "C", "C", "O", "O", "O", "H", "H", "H", "H", "C", "C", "C", "O", "C", "C", "C", "O", "O", "O", "H", "H", "H", "H"], "positions_angstrom": [[-5.757, -6.933, 0.740], [-4.592, -7.618, 0.240], [-3.723, -6.706, -0.471], [-2.911, -5.890, 0.604], [-2.282, -4.524, 0.095], [-3.187, -3.687, -0.843], [-3.647, -3.918, -2.166], [-4.396, -2.876, -2.608], [-5.252, -2.517, -4.243], [-6.455, -1.513, -4.113], [-5.732, -3.947, -4.930], [-4.144, -1.780, -5.265], [-4.507, -1.891, -1.653], [-3.754, -2.392, -0.565], [-3.550, -1.585, 0.761], [-2.122, -0.871, 0.625], [-2.159, -0.164, -0.628], [-1.845, 0.148, 1.777], [-2.437, 1.340, 1.495], [-0.476, 0.380, 1.804], [-2.224, -0.297, 3.010], [-5.674, -5.816, 0.584], [-5.903, -7.088, 1.838], [-6.633, -7.275, 0.127], [-4.399, -6.090, -1.121], [-3.027, -7.375, -1.048], [-2.038, -6.542, 0.900], [-3.477, -5.725, 1.564], [-2.117, -3.889, 1.013], [-1.266, -4.718, -0.331], [-3.442, -4.758, -2.714], [-6.569, -1.258, -3.128], [-5.084, -4.616, -4.627], [-3.335, -1.561, -4.766], [-4.996, -0.995, -1.723], [-3.616, -2.245, 1.662], [-4.364, -0.817, 0.860], [-1.361, -1.687, 0.540], [-1.711, -0.697, -1.308], [3.413, 2.442, 3.749], [2.549, 2.093, 2.791], [2.975, 1.963, 1.364], [2.158, 1.623, 0.525], [4.367, 2.256, 1.033], [5.232, 2.609, 1.991], [4.813, 2.713, 3.422], [5.635, 3.019, 4.263], [6.517, 2.887, 1.710], [1.254, 1.840, 3.065], [3.118, 2.537, 4.785], [4.659, 2.176, -0.005], [6.928, 3.113, 2.568], [0.846, 1.610, 2.207], [6.375, 5.552, -0.109], [6.133, 6.406, 0.889], [6.136, 7.884, 0.671], [5.892, 8.625, 1.605], [6.441, 8.379, -0.671], [6.687, 7.525, -1.670], [6.656, 6.046, -1.456], [6.867, 5.302, -2.397], [6.972, 7.956, -2.913], [5.873, 5.974, 2.141], [6.372, 4.482, 0.037], [6.458, 9.451, -0.813], [7.106, 7.149, -3.445], [5.732, 6.782, 2.672]]}



No. 4
{"formula": "C22H26FN3O6S", "method": "ωB97M-V/def2-TZVPD", "smiles": "COc1ccc(S(=O)(=O)N2CCCO[C@@H]2CNC(=O)C(=O)NCc2ccccc2F)cc1C", "spin_multiplicity": 1, "homo_lumo_gap_ev": 9.27, "fmax_ha_per_bohr": 0.0190, "energy_ha": -1967.72928, "e_lumo_ev": 0.60, "elements": ["C", "O", "C", "C", "C", "C", "S", "O", "O", "N", "C", "C", "C", "O", "C", "C", "N", "C", "O", "C", "O", "N", "C", "C", "C", "C", "C", "C", "C", "F", "C", "C", "C", "H", "H", "H", "H", "H", "H", "H", "H", "H", "H", "H", "H", "H", "H", "H", "H", "H", "H", "H", "H", "H", "H", "H", "H", "H", "H"], "positions_angstrom": [[-2.679, -2.858, -1.514], [-1.922, -2.945, -0.323], [-0.611, -2.601, -0.361], [0.084, -2.336, -1.540], [1.412, -1.953, -1.495], [2.045, -1.836, -0.276], [3.714, -1.228, -0.200], [4.331, -1.387, -1.485], [4.378, -1.761, 0.954], [3.399, 0.403, 0.073], [3.782, 0.984, 1.348], [4.946, 1.976, 1.174], [5.568, 1.734, -0.200], [4.620, 1.991, -1.220], [3.414, 1.264, -1.062], [2.244, 2.277, -1.000], [0.968, 1.622, -0.941], [0.309, 1.387, 0.197], [0.625, 1.778, 1.310], [-0.993, 0.617, -0.033], [-1.327, 0.226, -1.139], [-1.676, 0.462, 1.104], [-2.983, -0.146, 1.178], [-4.044, 0.679, 0.491], [-3.954, 2.059, 0.371], [-4.942, 2.784, -0.272], [-6.045, 2.141, -0.807], [-6.162, 0.767, -0.698], [-5.163, 0.063, -0.054], [-5.286, -1.282, 0.050], [1.373, -2.108, 0.900], [0.047, -2.504, 0.880], [-0.665, -2.823, 2.161], [-2.596, -1.859, -1.951], [-3.710, -3.046, -1.216], [-2.369, -3.613, -2.241], [-0.408, -2.417, -2.494], [1.968, -1.756, -2.398], [2.904, 1.460, 1.796], [4.082, 0.141, 1.970], [5.694, 1.838, 1.953], [4.584, 3.005, 1.215], [6.391, 2.421, -0.401], [5.930, 0.698, -0.270], [3.284, 0.621, -1.945], [2.303, 2.917, -1.881], [2.345, 2.885, -0.099], [0.596, 1.166, -1.766], [-1.256, 0.886, 1.922], [-3.242, -0.283, 2.231], [-2.941, -1.131, 0.704], [-3.095, 2.570, 0.781], [-4.848, 3.856, -0.356], [-6.814, 2.707, -1.310], [-7.008, 0.236, -1.104], [1.904, -2.017, 1.834], [-0.219, -3.704, 2.620], [-1.715, -3.024, 1.976], [-0.570, -1.998, 2.863]]}